P | This record from OMol25 describes 2 unconnected molecules or ions with the total composition C4H8F3OP. The level of theory is the ωB97M-V functional and the def2-TZVPD basis.

CARTESIAN COORDINATES (ANGSTROEM)
C 0.29 1.69 0.14
H -0.44 -2.07 2.26
F -0.83 2.35 -0.15
F 1.26 2.33 -0.52
H -1.64 -0.92 1.27
H -1.20 0.39 -1.98
F 0.42 1.75 1.46
H 1.33 0.15 -2.12
H 2.19 -0.03 -0.82
H -0.51 -0.28 2.47
H 1.46 -1.53 -1.60
P -1.43 -0.73 -1.17
C -0.60 -1.13 1.77
C 1.32 -0.50 -1.32
C 0.16 -0.35 -0.38
O 0.40 -1.05 0.79
H -2.17 -0.07 -0.09

LUMO level	0.8	eV
HOMO-LUMO gap	9.921	eV
HOMO	-9.08	eV

Results of the Mulliken charge analysis, in e, for atoms 1 through 2: 0.793 0.254

Q | This record from OMol25 describes 2 unconnected molecules or ions with the total composition C4H8F3OP. The level of theory is the ωB97M-V functional and the def2-TZVPD basis.

CARTESIAN COORDINATES (ANGSTROEM)
H -1.42 1.34 1.82
C 2.70 0.01 -0.05
H -1.47 0.16 -2.09
P 1.65 -0.60 -1.49
H -1.05 2.34 0.42
F -1.78 -1.82 -0.75
H 3.77 -0.13 -0.33
H 2.45 -0.73 0.76
C -1.22 0.34 -0.10
O -1.48 0.78 -1.36
H 0.32 1.13 0.95
C -1.77 -0.93 0.26
F -1.21 -1.48 1.33
H 2.60 1.06 0.27
F -3.18 -0.99 0.63
C -0.83 1.41 0.92
H 1.91 -1.89 -1.19

LUMO level (alpha / beta)	-1.0 / -0.1	eV
HOMO-LUMO gap (alpha / beta)	7.312 / 8.403	eV
HOMO (alpha / beta)	-8.29 / -8.49	eV

Results of the Mulliken charge analysis, in e, for atoms 1 through 2: 0.349 -0.916

Q: Which of them is the most stable? A: P.

P | This record from OMol25 describes a molecular structure, C55H41BrIrN3O2P2S. The level of theory is the ωB97M-V functional and the def2-TZVPD basis.

CARTESIAN COORDINATES (ANGSTROEM)
C 2.72 -0.22 -1.10
H 5.04 -0.55 -4.19
H -5.04 -1.80 2.02
H -2.03 -0.67 3.34
H 3.04 -0.22 -5.69
C -4.67 -1.63 -5.11
C -4.13 -0.42 -4.69
H 1.30 -3.70 -4.85
C 2.01 -3.63 2.55
C -0.96 4.54 2.33
O -0.89 -0.42 1.15
H 2.89 -4.41 -3.11
H -0.95 2.92 -3.68
C 0.22 -4.12 4.07
H 0.65 0.50 -5.85
C 1.05 3.57 -3.94
N 0.82 0.07 -2.55
Ir -0.21 -0.10 -0.78
C -5.32 3.22 -2.39
H -1.15 -3.19 2.67
P -1.17 2.01 -0.90
C 3.02 -0.22 -3.52
C -0.98 -0.43 3.44
C 0.04 2.95 -3.22
H -1.97 4.35 4.21
C 2.18 -0.12 -2.40
H 2.96 -3.54 2.04
C -2.46 -3.83 -0.02
C 4.90 -0.59 -2.06
H -3.03 2.19 3.61
H -5.32 -1.65 -5.97
C -2.10 2.10 1.68
C 0.12 2.88 -1.83
C 4.06 -0.47 -0.93
C -4.63 4.03 -1.50
C -4.30 -2.36 1.46
H 4.49 -0.58 0.05
C 1.18 0.01 2.32
H -0.13 4.54 0.37
N 0.89 -3.18 2.06
C -2.36 2.68 2.91
H -0.53 5.51 2.57
H -0.40 -4.46 4.88
C -3.36 3.66 -1.10
C 0.36 0.45 -3.72
H -3.12 -5.52 1.11
C 2.32 3.87 -1.93
H 2.38 -4.01 -0.72
H 2.81 0.34 3.66
H -5.30 1.47 -3.61
C -3.51 -2.78 -3.35
H -4.80 -3.74 -4.75
C -0.40 -0.29 4.66
H -4.34 0.49 -5.24
C -3.23 -4.45 0.94
H -2.85 4.27 -0.36
H 3.22 4.20 -1.43
C 0.98 0.00 4.75
C 2.19 4.03 -3.30
C -2.60 -2.46 -0.24
C -1.77 3.89 3.24
C -0.09 -2.86 -3.47
C -0.71 3.97 1.09
H 0.31 -2.89 -0.07
C -3.44 1.77 -2.57
H -6.34 3.47 -2.68
C 4.39 -0.47 -3.32
H -3.66 -0.66 0.32
H -1.75 -4.41 -0.60
H 2.97 4.52 -3.87
C -3.30 -0.41 -3.58
C -3.53 -1.73 0.51
C 2.43 -0.06 -4.80
C -1.25 2.73 0.76
H 1.43 3.14 -0.13
C 1.75 0.14 3.56
O -2.70 0.73 -3.09
C -4.37 -2.81 -4.43
C 1.99 -3.90 -2.82
H -3.26 -3.71 -2.84
H 5.95 -0.79 -1.91
C 1.70 -3.67 -1.49
C -2.75 2.52 -1.62
H 0.96 3.65 -5.02
H -4.76 -4.22 2.42
S 1.90 -4.41 4.06
C -4.74 2.08 -2.93
C 1.30 3.28 -1.20
C -4.15 -3.73 1.68
H -0.72 0.40 -3.81
H 3.15 0.14 1.45
C -2.96 -1.57 -2.92
H -0.79 -2.56 -4.24
N 1.77 -0.07 -0.04
H -5.09 4.92 -1.11
C -0.23 -0.28 2.22
Br 1.80 0.18 6.37
C 1.13 0.31 -4.90
H -2.59 1.17 1.42
C -0.38 -2.63 -2.12
C -0.14 -3.47 2.93
C 2.10 0.04 1.19
H -0.97 -0.40 5.57
P -1.75 -1.61 -1.58
C 1.09 -3.50 -3.81
C 0.52 -3.03 -1.13

LUMO level (alpha / beta)	-8.8 / -10.5	eV
net charge	+3
2S+1	2
HOMO-LUMO gap (alpha / beta)	6.884 / 5.223	eV
HOMO (alpha / beta)	-15.73 / -15.73	eV

Results of the Mulliken charge analysis, in e, for atoms 1 through 2: -0.348 0.563

Q | This record from OMol25 describes a molecular structure, C55H41BrIrN3O2P2S. The level of theory is the ωB97M-V functional and the def2-TZVPD basis.

CARTESIAN COORDINATES (ANGSTROEM)
C -2.04 -2.06 -0.20
C 3.38 1.41 1.14
H -4.78 1.01 0.54
C -3.03 3.14 -1.26
H -5.30 -2.03 3.50
H -2.98 -1.70 4.28
C -2.01 -4.52 1.10
H 1.66 -2.80 1.15
C -5.03 4.44 -1.15
H -1.99 -5.48 1.60
H 0.90 -2.28 -2.96
C -5.17 -0.52 1.98
C -3.16 -2.94 -0.30
H 4.24 -0.82 -4.94
N 0.14 -1.52 0.59
H 4.52 2.46 -2.20
H 1.31 2.31 3.41
C -3.37 -1.10 3.46
C 4.54 0.81 -3.58
H -3.83 -1.89 -4.40
H -5.82 4.99 -1.65
H 5.43 1.55 1.73
C -0.99 4.02 4.26
C -0.91 -3.68 1.23
O -1.96 2.52 -1.87
C -4.06 3.58 0.87
H 3.83 -2.40 1.54
C -4.67 -1.29 3.03
O 1.21 1.18 0.40
H 5.58 0.93 -3.82
C -0.52 1.91 -3.58
C -4.31 -2.46 -1.04
C -0.90 -2.45 0.58
H -2.19 2.28 3.92
C 0.05 2.11 -4.84
H 0.72 1.36 -5.25
C -2.94 -0.57 -1.85
H 0.92 5.58 1.92
H -5.77 4.87 0.82
H -1.14 5.19 -5.49
C -3.08 2.94 0.12
C -1.51 2.99 3.49
H -4.07 3.46 1.95
Br 6.40 -1.21 2.20
C -1.16 2.91 2.14
C 4.75 -0.50 1.66
C 2.61 1.51 -2.33
C -2.17 -3.18 -4.15
Ir -0.46 0.28 -0.24
H -0.01 3.74 0.53
C 3.95 1.66 -2.65
C 0.24 4.85 2.35
H -3.14 0.50 -1.82
C 2.27 0.59 0.84
C 2.43 -0.83 1.03
H -5.06 -0.96 -2.33
H -2.46 0.07 -3.90
C 3.79 -0.18 -4.20
H 0.29 5.74 4.30
H -2.65 -4.02 -4.63
C -4.04 3.84 -1.90
C -0.28 3.83 1.58
H -6.20 -0.66 1.65
C -4.22 -1.34 -1.76
S 1.90 -0.49 5.55
C -3.07 0.63 1.81
N -2.00 -0.86 -0.80
C -0.22 3.26 -5.55
C -5.02 4.36 0.24
C -1.00 4.25 -4.98
H -5.23 -3.03 -0.98
C -4.37 0.42 1.36
C 2.09 1.13 5.06
C -3.12 -4.16 0.35
N 0.69 0.28 3.44
H -3.97 -4.82 0.28
H 1.86 -1.06 -4.44
H -1.53 -0.03 3.15
C 1.85 0.51 -2.96
H -0.33 -4.26 -3.77
C -0.14 -2.18 -3.23
C -0.12 4.94 3.70
H 2.70 1.82 5.62
H 0.41 -1.72 4.03
H -1.27 4.11 5.30
C 1.38 1.37 3.92
H -4.08 3.91 -2.98
C 1.38 -1.78 0.92
H -0.08 -3.98 1.84
H 0.21 3.40 -6.53
H 3.25 2.48 1.03
C -2.56 -0.16 2.85
C -0.75 -0.96 -3.16
P -1.96 1.79 0.98
C -2.83 -2.01 -4.01
C -1.60 4.06 -3.74
C -1.41 2.86 -3.06
H 2.14 2.16 -1.61
C -0.84 -3.30 -3.70
C -2.22 -0.83 -3.34
C 3.69 -1.33 1.42
H -2.19 4.85 -3.31
C 4.59 0.90 1.53
P 0.09 0.53 -2.57
C 0.87 -0.75 4.21
C 2.44 -0.32 -3.90

LUMO level (alpha / beta)	-10.6 / -10.5	eV
net charge	+3
2S+1	2
HOMO-LUMO gap (alpha / beta)	4.211 / 4.351	eV
HOMO (alpha / beta)	-14.80 / -14.90	eV

Results of the Mulliken charge analysis, in e, for atoms 1 through 2: 0.135 -0.415

Q: Which of them is the most stable? A: P.